109
Properties=species:S:1:pos:R:3:lowdin_charge:R:1 method="wB97M-V/def2-TZVPD" e_lumo_ev=-6.519 homo_ev=-12.942 orbital_gap_ev=6.42 charge=+2 e_above_lowest_kj_mol=107.24 e_tot_ev=-113059.198
Ti 0.4857 -0.8275 -0.3516 1.1738
C 0.4749 -2.4865 -3.3744 -0.0482
C 0.2277 -1.2137 -4.1679 -0.3330
C 1.5100 -0.7134 -4.8405 -0.0291
C -0.4193 -0.1269 -3.3584 -0.2201
C -1.1019 0.9786 -3.8452 0.0702
C -1.5700 1.6727 -2.7400 -0.1765
C -2.3709 2.9382 -2.7483 -0.3615
C -3.6637 2.7457 -3.5429 -0.0378
C -1.5336 4.0754 -3.3404 -0.0441
N -1.1638 1.0178 -1.6324 0.0766
N -0.4511 -0.1006 -2.0211 -0.0139
B -1.5936 1.2003 -0.1341 -0.4633
N -0.3565 1.5770 0.7406 0.0812
N 0.6919 0.6948 0.8688 -0.0426
C 1.5824 1.2187 1.7383 -0.2395
C 1.0954 2.4324 2.1791 0.0892
C -0.1254 2.6310 1.5364 -0.1486
C -1.0235 3.8246 1.6141 -0.3468
C -0.8148 4.5898 2.9175 -0.0482
C -0.7841 4.7239 0.4001 -0.0242
C 2.8963 0.5698 2.0420 -0.3635
C 4.0206 1.3402 1.3389 -0.0243
C 3.1537 0.5169 3.5472 -0.0508
N -2.1686 -0.1638 0.3327 0.0792
N -1.4156 -1.3090 0.1697 -0.0330
C -2.2109 -2.3648 0.4259 -0.2206
C -3.4661 -1.8962 0.7795 0.0742
C -3.4158 -0.5142 0.6949 -0.1582
C -4.5629 0.4164 0.9641 -0.3364
C -4.2797 1.4247 2.0768 -0.0317
C -5.0876 1.0822 -0.3087 -0.0363
C -1.7917 -3.8006 0.2977 -0.3349
C -0.3231 -3.9878 -0.0413 -0.0730
C -2.1781 -4.5733 1.5627 -0.0390
H 0.7924 -3.2887 -4.0395 0.1036
H -0.4315 -2.8316 -2.8672 0.0813
H 1.2762 -2.3567 -2.6419 0.0618
H -0.4962 -1.4464 -4.9555 0.1532
H 2.2700 -0.4733 -4.0942 0.0633
H 1.3328 0.1761 -5.4429 0.0893
H 1.9156 -1.4878 -5.4907 0.0941
H -1.2754 1.2184 -4.8785 0.1368
H -2.6288 3.1911 -1.7182 0.1060
H -3.4508 2.5725 -4.5975 0.0881
H -4.2780 3.6419 -3.4732 0.0943
H -4.2449 1.9027 -3.1724 0.0763
H -1.2742 3.8615 -4.3772 0.0883
H -0.6080 4.2352 -2.7862 0.0705
H -2.1002 5.0053 -3.3243 0.0945
H -2.3961 2.0548 -0.0399 0.1042
H 1.5615 3.0943 2.8852 0.1320
H -2.0554 3.4676 1.5830 0.1109
H 0.1771 5.0407 2.9563 0.0868
H -0.9373 3.9490 3.7896 0.0920
H -1.5412 5.3976 2.9886 0.0920
H 0.2434 5.0891 0.3896 0.0980
H -1.4458 5.5877 0.4381 0.0977
H -0.9695 4.1944 -0.5347 0.0498
H 2.8598 -0.4577 1.6636 0.1101
H 4.1491 2.3216 1.7963 0.0952
H 3.8183 1.4974 0.2802 0.0591
H 4.9624 0.8006 1.4350 0.0965
H 3.2285 1.5218 3.9635 0.0870
H 4.0996 0.0118 3.7388 0.0929
H 2.3603 -0.0193 4.0629 0.0471
H -4.3266 -2.4815 1.0487 0.1320
H -5.3519 -0.2490 1.3278 0.1427
H -3.6157 2.2185 1.7385 0.0490
H -3.8312 0.9473 2.9471 0.0933
H -5.2124 1.8913 2.3894 0.0938
H -4.3823 1.8162 -0.6960 0.0539
H -6.0193 1.6025 -0.0931 0.0947
H -5.2842 0.3485 -1.0899 0.0926
H -2.3862 -4.2026 -0.5328 0.1552
H 0.3336 -3.6452 0.7614 0.0339
H -0.0537 -3.4883 -0.9802 0.0380
H -0.1129 -5.0443 -0.2090 0.1030
H -1.7163 -4.1193 2.4380 0.0645
H -1.8356 -5.6042 1.4862 0.0903
H -3.2558 -4.5913 1.7119 0.0821
Cl 7.1414 -0.4964 -2.4575 0.7759
C 5.6100 -0.9257 -1.8018 -0.5834
C 5.4654 -2.1064 -1.1213 -0.1240
C 4.2139 -2.4966 -0.5680 -0.6345
I 4.0246 -4.2743 0.4586 1.0311
C 3.1535 -1.6575 -0.7385 -0.3649
O 1.8937 -1.8917 -0.2767 -0.2306
C 3.2891 -0.4370 -1.4178 -0.1954
N 2.1593 0.3026 -1.4592 0.0612
C 2.2031 1.4796 -2.0506 -0.0758
C 3.3783 1.9751 -2.6399 -0.0012
C 4.5278 1.2231 -2.6088 0.0260
C 4.5114 -0.0336 -1.9714 -0.1633
H 6.3184 -2.7578 -1.0010 0.1067
H 1.2819 2.0520 -2.0678 0.1238
H 3.3610 2.9452 -3.1140 0.1232
H 5.4410 1.5833 -3.0617 0.1142
S 0.2642 -1.6134 2.9215 0.7345
C 0.4796 -3.0291 3.7937 -0.8001
N 0.0074 -3.0828 5.0822 0.0743
C 0.1423 -4.1590 5.8825 -0.0325
C 0.7698 -5.2644 5.3925 -0.0161
C 1.2257 -5.1761 4.0628 -0.0891
N 1.0928 -4.1235 3.2952 0.0765
H -0.4553 -2.2491 5.4201 0.1432
H -0.2595 -4.0702 6.8814 0.1430
H 0.9038 -6.1523 5.9872 0.1169
H 1.7262 -6.0268 3.6136 0.1238